1.
This record from OMol25 describes C4H5N3 in the gas phase in a non-equilibrium geometry. The level of theory is wB97M-V/def2-TZVPD.

Summary:
Calculated total energy = -8698.4658 eV
Highest occupied orbital energy = -9.59 eV
Molecular weight = 95.1 g mol⁻¹
ΔE to the lowest compared entry with this formula, charge and spin = 1.347 eV
Gap between HOMO and LUMO = 10.31 eV
Lowest unoccupied orbital energy = 0.72 eV

Last column: natural (NBO) charge in e.
Cartesian coordinates (Å):
N  0.74561  2.11935  2.00164  -0.30
C  0.35915  1.47471  1.11534  0.26
C  -0.36261  0.64066  0.13700  -0.18
C  0.30534  0.23600  -1.22436  -0.25
N  0.58671  -1.19678  -1.13498  -0.45
C  0.06122  -1.60272  -0.05237  0.25
N  -0.63651  -0.67519  0.71333  -0.61
H  -1.28725  1.19145  -0.05872  0.24
H  -0.42613  0.40184  -2.02447  0.21
H  1.20979  0.79505  -1.48057  0.22
H  0.07218  -2.64091  0.27490  0.20
H  -0.61028  -0.75655  1.72189  0.40

2.
This record from OMol25 describes 2 unconnected molecules or ions with the total composition C4H5N3O in a non-equilibrium geometry. The level of theory is wB97M-V/def2-TZVPD.

Summary:
Calculated total energy = -10739.0176 eV
Highest occupied orbital energy = -9.01 eV
Molecular weight = 111.1 g mol⁻¹
ΔE to the lowest compared entry with this formula, charge and spin = 8.597 eV
Gap between HOMO and LUMO = 8.93 eV
Lowest unoccupied orbital energy = -0.09 eV

Last column: natural (NBO) charge in e.
Cartesian coordinates (Å):
C  -0.73037  0.41400  -0.15567  0.13
C  -1.18079  -0.71254  -1.17045  0.06
C  1.62883  -0.64342  -0.07750  -0.25
C  0.71636  0.68232  -0.27383  -0.19
H  -1.94792  1.04921  2.81407  0.48
H  -2.13282  -1.03983  -1.38667  0.21
H  1.39431  -1.52405  0.88328  0.22
H  2.74706  -0.49356  0.09246  0.22
H  1.16153  1.64418  -0.35764  0.24
N  -1.50434  0.89001  0.73089  -0.15
N  -0.14228  -1.25070  -1.61936  -0.20
N  1.02308  -0.42588  -1.42126  -0.24
O  -1.03266  1.41027  1.94170  -0.54

3.
This record from OMol25 describes a molecular structure, C4H5N3O in a non-equilibrium geometry. The level of theory is wB97M-V/def2-TZVPD.

Summary:
Calculated total energy = -10740.3360 eV
Highest occupied orbital energy = -9.87 eV
Molecular weight = 111.1 g mol⁻¹
ΔE to the lowest compared entry with this formula, charge and spin = 7.279 eV
Gap between HOMO and LUMO = 9.62 eV
Lowest unoccupied orbital energy = -0.25 eV

Last column: natural (NBO) charge in e.
Cartesian coordinates (Å):
C  1.25236  1.36690  -0.56214  -0.10
C  0.58490  0.16362  -0.18629  0.20
C  0.65574  -1.18154  -0.68609  -0.26
C  -0.37769  -1.92531  -0.40485  -0.01
H  0.25958  1.85694  0.86637  0.50
H  2.26434  1.11385  0.34565  0.15
H  1.68542  1.34597  -1.58554  0.22
H  1.44058  -1.52822  -1.50195  0.25
H  -0.57809  -2.95018  -0.64456  0.22
N  -1.35622  -1.57155  0.57480  -0.17
N  -1.22029  -0.46455  1.08581  0.04
N  -0.33604  0.53066  0.58403  -0.32
O  0.32801  2.51972  -0.26952  -0.72

4.
This record from OMol25 describes a molecular structure, C4H5N3O in a non-equilibrium geometry. The level of theory is wB97M-V/def2-TZVPD.

Summary:
Calculated total energy = -10735.9155 eV
Highest occupied orbital energy = -9.31 eV
Molecular weight = 111.1 g mol⁻¹
ΔE to the lowest compared entry with this formula, charge and spin = 11.699 eV
Gap between HOMO and LUMO = 8.45 eV
Lowest unoccupied orbital energy = -0.86 eV

Last column: natural (NBO) charge in e.
Cartesian coordinates (Å):
C  0.43692  0.29524  1.90038  -0.67
C  -0.22405  0.67109  0.51964  0.06
C  0.18830  0.20767  -2.33290  0.34
C  -0.96718  -0.62567  0.09259  -0.04
H  -0.31930  1.03858  2.76737  0.23
H  1.74197  0.62515  2.27596  0.30
H  0.03562  -1.15952  2.01940  0.24
H  -0.43655  0.10198  -3.23031  0.18
H  -1.60428  -1.39516  0.64643  0.26
N  0.67852  1.28279  -0.41720  -0.14
N  0.15005  1.36876  -1.63912  -0.26
N  -0.29605  -1.54293  -0.81624  -0.07
O  0.61602  -0.86798  -1.78600  -0.43

5.
This record from OMol25 describes C4H5N3O in the gas phase in a non-equilibrium geometry. The level of theory is wB97M-V/def2-TZVPD.

Summary:
Calculated total energy = -10741.7221 eV
Highest occupied orbital energy = -9.71 eV
Molecular weight = 111.1 g mol⁻¹
ΔE to the lowest compared entry with this formula, charge and spin = 5.893 eV
Gap between HOMO and LUMO = 10.15 eV
Lowest unoccupied orbital energy = 0.44 eV

Last column: natural (NBO) charge in e.
Cartesian coordinates (Å):
H  -1.62186  2.10082  0.36250  0.37
N  -0.78718  1.67392  -0.07440  -0.69
C  -0.91041  0.42825  -0.27674  0.33
C  -2.20823  -0.14197  -0.02286  -0.11
C  -3.33700  -0.63604  0.47637  -0.22
N  -0.08851  -0.64299  -0.48968  -0.45
N  1.32077  -0.54760  -0.62902  -0.48
C  2.16675  -0.25561  0.62486  0.54
O  3.24918  0.13190  0.31496  -0.50
H  -4.20167  -1.13410  1.05893  0.28
H  -0.61402  -1.41399  -0.73244  0.40
H  1.32078  0.22620  -1.24368  0.38
H  1.74098  -0.58523  1.57691  0.15

6.
This record from OMol25 describes C4H5N3O in the gas phase in a non-equilibrium geometry. The level of theory is wB97M-V/def2-TZVPD.

Summary:
Calculated total energy = -10742.7598 eV
Highest occupied orbital energy = -9.20 eV
Molecular weight = 111.1 g mol⁻¹
ΔE to the lowest compared entry with this formula, charge and spin = 4.855 eV
Gap between HOMO and LUMO = 9.19 eV
Lowest unoccupied orbital energy = -0.01 eV

Last column: natural (NBO) charge in e.
Cartesian coordinates (Å):
C  -2.10471  -1.82004  -0.76017  -0.21
C  -1.63131  -1.48239  0.34573  -0.10
C  -1.07261  -1.01038  1.55682  -0.07
N  -0.23753  0.00096  1.67612  -0.12
N  0.27088  0.44818  0.47292  -0.48
C  1.37226  1.24076  0.18933  0.76
N  1.72866  1.22496  -1.11105  -0.86
O  1.86188  2.05918  0.92712  -0.61
H  -2.32421  -1.83808  -1.91799  0.28
H  -1.71399  -1.31269  2.50983  0.23
H  -0.05434  0.13528  -0.47628  0.37
H  2.46892  1.84084  -1.42007  0.42
H  1.43607  0.51341  -1.99231  0.40

7.
This record from OMol25 describes C4H5N3O in the gas phase in a non-equilibrium geometry. The level of theory is wB97M-V/def2-TZVPD.

Summary:
Calculated total energy = -10742.4207 eV
Highest occupied orbital energy = -10.11 eV
Molecular weight = 111.1 g mol⁻¹
ΔE to the lowest compared entry with this formula, charge and spin = 5.194 eV
Gap between HOMO and LUMO = 9.42 eV
Lowest unoccupied orbital energy = -0.69 eV

Last column: natural (NBO) charge in e.
Cartesian coordinates (Å):
C  3.00084  -0.44127  0.08208  -0.44
N  1.64976  -0.08081  -0.37094  -0.40
N  0.59382  -0.85920  0.01196  -0.12
C  -0.50816  -0.26925  0.26879  -0.01
C  -0.60968  1.29186  -0.00466  0.22
N  -0.45836  2.42820  0.02599  -0.30
C  -1.76150  -1.06105  0.10549  0.39
O  -2.83915  -0.56080  -0.15556  -0.49
H  3.80597  -0.16431  -0.71935  0.24
H  2.86969  -1.51989  0.01348  0.22
H  2.97540  -0.05665  1.23655  0.21
H  1.52976  0.97063  0.25132  0.35
H  -1.69311  -2.28251  0.08322  0.15

8.
This record from OMol25 describes C4H5N3O in the gas phase in a non-equilibrium geometry. The level of theory is wB97M-V/def2-TZVPD.

Summary:
Calculated total energy = -10742.9109 eV
Highest occupied orbital energy = -9.29 eV
Molecular weight = 111.1 g mol⁻¹
ΔE to the lowest compared entry with this formula, charge and spin = 4.704 eV
Gap between HOMO and LUMO = 8.93 eV
Lowest unoccupied orbital energy = -0.35 eV

Last column: natural (NBO) charge in e.
Cartesian coordinates (Å):
C  2.79861  0.06386  0.18716  -0.41
N  1.22631  -0.07162  0.19051  -0.05
N  0.62879  -1.14871  -0.13820  -0.17
C  -0.64526  -1.21523  -0.26854  -0.10
C  -1.57409  -0.02001  0.03209  0.41
O  -2.82628  -0.04285  0.30648  -0.54
C  -0.80020  1.24084  -0.06915  -0.04
N  0.51234  1.16529  -0.22598  -0.23
H  3.03506  0.98753  -0.23631  0.23
H  3.12193  -0.17426  1.23787  0.22
H  3.34658  -0.55355  -0.51645  0.22
H  -1.06283  -2.18405  -0.41727  0.22
H  -1.07696  2.23561  -0.59336  0.24

9.
This record from OMol25 describes C4H5N3O in the gas phase in a non-equilibrium geometry. The level of theory is wB97M-V/def2-TZVPD.

Summary:
Calculated total energy = -10744.5041 eV
Highest occupied orbital energy = -8.03 eV
Molecular weight = 111.1 g mol⁻¹
ΔE to the lowest compared entry with this formula, charge and spin = 3.111 eV
Gap between HOMO and LUMO = 8.41 eV
Lowest unoccupied orbital energy = 0.38 eV

Last column: natural (NBO) charge in e.
Cartesian coordinates (Å):
O  0.48059  -2.63501  -0.77598  -0.64
C  0.15747  -1.91344  0.16712  0.49
N  0.26215  -0.57973  0.18734  -0.28
C  -0.19549  0.19524  1.23828  -0.09
C  -0.61057  1.43742  0.83571  -0.05
N  -0.57914  1.88988  -0.50305  -0.49
C  0.05958  1.14010  -1.32848  0.28
N  0.77036  0.00894  -0.86662  -0.45
H  -0.14757  -2.36831  1.11705  0.13
H  -0.12685  -0.01954  2.32392  0.24
H  -1.08139  2.10539  1.54449  0.21
H  -0.03485  1.43252  -2.37553  0.21
H  1.04571  -0.69347  -1.56424  0.43

10.
This record from OMol25 describes C4H5N3O in the gas phase in a non-equilibrium geometry. The level of theory is wB97M-V/def2-TZVPD.

Summary:
Calculated total energy = -10741.9114 eV
Highest occupied orbital energy = -9.03 eV
Molecular weight = 111.1 g mol⁻¹
ΔE to the lowest compared entry with this formula, charge and spin = 5.703 eV
Gap between HOMO and LUMO = 9.17 eV
Lowest unoccupied orbital energy = 0.14 eV

Last column: natural (NBO) charge in e.
Cartesian coordinates (Å):
C  1.91423  1.59954  -0.31211  -0.16
C  1.77732  0.33289  -0.18784  -0.11
C  1.75640  -0.97536  0.32396  -0.02
N  0.66355  -1.74328  0.24962  -0.20
N  -0.49761  -1.26096  -0.26721  -0.48
C  -1.03737  0.04213  0.20447  0.75
N  -2.33026  0.23716  -0.20617  -0.84
O  -0.74405  0.99379  0.96618  -0.60
H  2.24710  2.67802  -0.29576  0.26
H  2.56594  -1.21902  0.76802  0.20
H  -1.23911  -1.97485  -0.02924  0.41
H  -2.80509  1.13839  -0.02878  0.40
H  -2.27105  0.15153  -1.18515  0.37